1.
A molecular structure, C27H48AsFNO5ReSi3. Source: the OMol25 dataset; level of theory: ωB97M-V/def2-TZVPD.

Summary:
**LUMO level (alpha / beta)**: -9.8 / -10.0 eV
**⟨S²⟩**: 3.78
**Spin multiplicity**: 4
**Net charge**: +3
**E_HOMO (alpha / beta)**: -16.536 / -16.567 eV
**Energy**: -4770.1527 hartree
**Orbital gap (alpha / beta)**: 6.72 / 6.59 eV

```
87
Properties=species:S:1:pos:R:3:forces:R:3
Re -0.962238 -0.649087 -1.397708 -1.120 -0.270 1.517
C -2.945967 -0.676881 6.099323 -0.014 0.002 -0.111
C -1.529869 -0.326478 5.659098 -0.218 -0.018 0.318
C -0.948018 0.885414 6.366635 0.021 0.093 -0.139
C -1.754500 2.135739 6.045812 -0.076 -0.045 -0.046
C -1.901231 2.301567 4.552459 0.038 -0.019 0.238
C -2.188226 3.529686 4.005662 -0.004 0.020 0.013
C -2.227391 3.701351 2.619095 0.032 0.023 0.019
F -2.501995 4.903236 2.132256 -0.014 0.003 0.043
C -1.951629 2.681165 1.755886 0.017 -0.045 -0.098
C -1.689401 1.407434 2.283420 0.007 0.090 -0.152
C -1.384699 0.307496 1.418831 0.019 0.241 0.121
O -1.182534 0.569113 0.140917 0.008 -0.233 -0.453
C -1.278707 -0.950097 1.975067 0.000 -0.124 -0.283
C -1.353306 -1.088911 3.362608 0.011 -0.142 0.067
N -1.508215 -0.075530 4.179382 0.073 0.063 -0.063
C -1.702194 1.209552 3.679352 0.010 -0.004 0.016
C -1.042588 -2.194852 1.207341 0.060 0.010 0.396
O -1.006158 -3.266460 1.730172 0.019 -0.160 -0.112
O -0.812724 -2.099251 -0.126992 -0.322 0.588 -0.910
H -2.953833 -0.837152 7.177138 -0.008 0.006 -0.016
H -3.287889 -1.596197 5.621757 -0.006 0.023 0.013
H -3.655290 0.117197 5.862488 0.010 -0.023 0.016
H -0.884035 -1.185162 5.834261 0.079 -0.020 -0.168
H 0.089147 1.025299 6.051116 0.015 -0.018 0.036
H -0.937111 0.693813 7.437943 -0.012 -0.019 0.005
H -1.261258 3.017020 6.454224 -0.012 0.020 -0.017
H -2.740221 2.092284 6.515018 -0.004 0.003 -0.025
H -2.375366 4.382527 4.648093 0.040 0.006 -0.041
H -1.945715 2.852946 0.690030 -0.019 0.011 0.026
H -1.254564 -2.078658 3.791866 0.024 0.027 0.058
C -0.736516 -2.055054 -4.375480 0.056 -0.110 -0.098
O -1.498616 -1.640101 -3.210011 -0.174 0.022 0.308
C -2.925297 -1.974502 -3.323200 -0.144 0.002 -0.114
C -3.504769 -1.949899 -1.941316 -0.138 -0.084 0.019
O -3.238074 -0.669744 -1.325199 0.146 -0.377 -0.127
C -4.108800 0.411994 -1.755994 0.020 0.109 0.055
H -0.858596 -3.126966 -4.514885 -0.038 -0.026 0.048
H 0.295513 -1.820103 -4.173407 0.108 0.042 0.073
H -1.094733 -1.514761 -5.249410 -0.052 0.049 0.019
H -3.043981 -2.967277 -3.756614 0.223 -0.044 -0.008
H -3.388240 -1.248287 -3.990492 0.050 0.049 -0.048
H -3.017566 -2.693434 -1.309937 -0.032 -0.013 0.045
H -4.570922 -2.175542 -1.966420 -0.064 0.172 0.022
H -5.143838 0.089855 -1.668882 -0.001 -0.048 0.039
H -3.896049 0.711918 -2.781764 0.025 -0.059 -0.039
H -3.927511 1.246564 -1.085850 0.037 -0.017 0.050
C 2.210694 -0.807512 -5.327483 0.023 -0.074 -0.112
Si 2.344592 0.568300 -4.098700 -0.598 -0.267 0.690
C 1.139377 1.958545 -4.315941 0.133 0.189 -0.266
C 4.100474 0.991781 -3.783241 0.153 0.098 0.034
As 1.368855 -0.224039 -1.734467 1.853 0.077 -0.456
Si 2.604829 -2.455648 -0.996115 -0.492 1.114 -0.580
C 4.219487 -1.959153 -1.736160 0.246 -0.365 0.076
C 1.557655 -3.649030 -1.939963 0.114 -0.335 0.082
C 2.555539 -2.539139 0.834546 -0.069 -0.129 0.180
Si 1.974008 1.689918 -0.232374 -0.159 -0.409 -0.228
C 0.693388 2.974853 -0.637549 0.005 0.129 0.031
C 3.699715 2.234139 -0.609476 0.085 0.105 -0.028
C 1.904737 0.926715 1.463517 -0.167 0.038 0.112
H 3.019232 -0.655982 -6.050950 -0.028 -0.011 0.014
H 1.275178 -0.785456 -5.883665 0.001 -0.018 -0.030
H 2.356412 -1.801867 -4.901123 0.051 0.018 -0.027
H 1.101264 2.265002 -5.366641 0.006 0.017 0.046
H 1.436761 2.832288 -3.733619 -0.043 -0.017 0.015
H 0.134010 1.664962 -4.013629 -0.027 0.015 -0.063
H 4.521621 1.353247 -4.729396 -0.055 -0.030 0.002
H 4.684155 0.122547 -3.482182 0.020 0.040 -0.060
H 4.231442 1.778545 -3.048934 0.044 0.031 -0.033
H 4.191330 -2.023196 -2.824972 0.013 0.007 0.018
H 5.012981 -2.628316 -1.385540 0.009 0.049 -0.052
H 4.488152 -0.944531 -1.441051 0.044 -0.040 0.040
H 1.804975 -3.648619 -3.002790 -0.007 0.019 0.011
H 0.501610 -3.421630 -1.799491 -0.009 -0.085 0.013
H 1.717917 -4.664150 -1.561188 -0.010 0.014 -0.067
H 3.020389 -1.669419 1.296506 0.016 -0.042 -0.009
H 3.121103 -3.424639 1.148755 -0.012 0.031 -0.013
H 1.539708 -2.662126 1.211985 0.064 -0.017 0.022
H 1.026097 3.604278 -1.464586 0.013 -0.014 0.020
H 0.525683 3.629616 0.223044 0.023 -0.006 -0.035
H -0.258573 2.523021 -0.907490 -0.020 0.093 0.016
H 3.733874 2.977080 -1.406940 0.020 -0.025 0.014
H 4.361365 1.405678 -0.864213 0.039 0.040 0.072
H 4.105667 2.711497 0.288876 -0.027 -0.027 -0.012
H 1.204982 0.091956 1.524181 0.082 0.043 0.060
H 1.608061 1.679754 2.201149 0.021 -0.018 -0.020
H 2.896975 0.567944 1.743625 -0.030 0.005 0.003
```
Positions in Å, forces in eV/Å.

---

2.
A molecular structure, C27H48ClO2PSc. Source: the OMol25 dataset; level of theory: ωB97M-V/def2-TZVPD.

Summary:
**LUMO level**: 2.5 eV
**Spin multiplicity**: 1
**Net charge**: -1
**E_HOMO**: -2.025 eV
**Relative energy (zero: lowest compared OMol25 entry of this formula, charge and spin)**: 0.960 eV
**Energy**: -2770.4083 hartree
**Orbital gap**: 4.49 eV

```
80
Properties=species:S:1:pos:R:3:forces:R:3
Sc -0.346143 1.067703 3.963059 0.058 2.032 -0.406
Cl -1.929593 1.269411 2.250037 -1.113 -0.338 -0.542
P -0.222407 0.419411 -0.513988 0.304 -0.240 0.488
C -0.355910 3.057796 4.389408 0.174 -1.428 0.761
H 0.455071 3.763685 4.212633 0.033 0.107 0.110
H -1.278582 3.527446 4.753509 -0.011 0.185 -0.202
C 1.156463 -0.498513 -1.401454 -0.585 0.166 -0.075
C -0.151391 2.201853 -1.095636 -0.106 -0.552 0.076
C 2.515239 0.120243 -1.026064 -0.019 -0.141 -0.059
H 1.096046 -1.494004 -0.916777 0.120 0.243 -0.101
C 3.666526 -0.774163 -1.499937 -0.133 0.011 0.070
H 2.614930 1.115195 -1.486845 -0.014 -0.274 0.109
H 2.574576 0.273154 0.063355 -0.071 -0.035 -0.270
C 3.564590 -1.129767 -2.987901 -0.071 0.093 -0.039
H 4.618847 -0.271810 -1.298036 -0.010 -0.125 -0.030
H 3.655977 -1.696942 -0.905360 0.007 0.039 -0.041
C 2.174798 -1.634519 -3.395927 -0.127 -0.040 0.010
H 3.811961 -0.242581 -3.585516 -0.044 -0.028 0.046
H 4.310918 -1.893765 -3.232784 -0.004 0.108 -0.033
C 1.036252 -0.728137 -2.909960 0.447 -0.021 -0.152
H 2.112591 -1.732733 -4.486273 0.114 -0.086 0.075
H 2.016649 -2.636408 -2.974405 0.045 0.036 -0.025
H 1.083702 0.230522 -3.444025 0.020 -0.271 0.102
H 0.070672 -1.186439 -3.163806 0.354 0.109 0.061
C -1.827748 -0.250197 -1.233787 0.326 0.426 0.102
C 0.326291 2.445883 -2.526179 -0.180 0.335 -0.118
H -1.206765 2.527660 -1.020596 0.259 0.003 0.052
C 0.170700 3.927160 -2.877214 0.088 -0.023 0.018
H 1.384935 2.165587 -2.614991 -0.207 0.097 -0.027
H -0.236243 1.840763 -3.250036 0.181 0.171 0.212
C 0.940878 4.824573 -1.904318 0.062 -0.064 0.031
H 0.514421 4.093391 -3.905258 -0.056 0.111 0.065
H -0.896492 4.183509 -2.844501 0.053 -0.005 -0.016
C 0.625772 4.522862 -0.433153 -0.124 -0.090 0.022
H 2.016859 4.688826 -2.074918 -0.044 -0.020 -0.012
H 0.714991 5.874561 -2.121239 0.095 -0.039 0.018
C 0.677842 3.027122 -0.091647 -0.089 0.041 0.033
H 1.322824 5.063650 0.217024 -0.138 -0.018 -0.065
H -0.381136 4.894672 -0.201558 0.072 -0.033 -0.001
H 1.725044 2.686319 -0.102603 -0.211 0.038 -0.009
H 0.306067 2.857728 0.932153 0.154 0.065 -0.307
C -1.838944 -1.789721 -1.184096 -0.053 0.175 -0.071
H -2.544660 0.127513 -0.478240 0.095 -0.206 -0.232
C -3.205666 -2.351590 -1.593825 0.036 0.125 0.106
H -1.068440 -2.186616 -1.862465 -0.164 0.027 0.134
H -1.579612 -2.134866 -0.171458 -0.032 0.130 -0.190
C -3.679143 -1.819615 -2.950464 0.128 0.044 -0.015
H -3.155858 -3.445751 -1.616656 -0.086 0.053 0.002
H -3.938306 -2.077401 -0.823751 0.042 -0.016 -0.057
C -3.605869 -0.291635 -3.046850 -0.026 0.133 0.137
H -3.065146 -2.262474 -3.745818 0.017 0.038 0.054
H -4.709897 -2.144246 -3.132648 0.100 -0.019 -0.036
C -2.253433 0.286309 -2.606691 -0.071 -0.330 -0.188
H -3.814816 0.028554 -4.074711 -0.077 -0.047 0.098
H -4.385723 0.147491 -2.410826 0.017 -0.075 -0.038
H -1.493614 0.023341 -3.358675 -0.231 0.098 0.147
H -2.321537 1.384030 -2.590321 0.038 -0.296 0.027
C 0.147546 -2.786190 3.060363 0.647 -1.443 -1.260
C -0.102068 -1.835855 3.909375 -0.056 2.032 1.900
H 1.045500 -2.703683 2.435973 0.091 -0.470 0.643
C -1.494189 -1.560827 4.430938 -0.287 -0.716 0.281
H 0.726134 -1.185554 4.279823 -0.684 -0.378 -0.920
C -2.207324 -2.897324 4.693237 0.032 -0.180 0.209
H -1.498338 -0.974858 5.367900 0.106 -0.145 -0.116
H -2.067778 -0.978569 3.683804 0.259 -0.188 0.154
C -2.152640 -3.880056 3.513970 0.035 0.265 -0.350
H -1.704238 -3.388842 5.531234 0.001 0.138 0.128
H -3.242088 -2.725039 5.003877 0.034 -0.060 -0.089
C -0.754142 -3.969132 2.833208 -0.836 -0.242 -0.504
H -2.449196 -4.879067 3.877105 0.061 0.347 -0.182
H -2.886784 -3.594570 2.747526 0.093 0.055 0.224
H -0.294176 -4.917522 3.174827 0.289 0.608 -0.149
H -0.908785 -4.093272 1.746171 0.062 -0.091 0.328
C 3.678739 0.236262 3.218547 0.444 -0.060 0.083
C 2.522246 1.180977 3.083493 -1.619 0.878 -0.200
O 2.648975 2.400307 3.055685 0.403 -1.092 -0.132
O 1.343110 0.563607 3.004525 1.514 0.425 0.176
H 3.433997 -0.550895 3.930454 0.029 -0.021 0.038
H 4.553144 0.792732 3.547879 0.092 -0.087 -0.022
H 3.893019 -0.246621 2.263073 -0.049 0.047 -0.046
```
Positions in Å, forces in eV/Å.